C3H9O2S | the ωB97M-V functional and the def2-TZVPD basis

Calculated values
LUMO level = 3.367 eV
Relative energy (zero: lowest compared OMol25 entry of this formula, charge and spin) = 129.31 kJ/mol
Charge = -1
Highest occupied orbital energy = -3.7 eV

```
15
Properties=species:S:1:pos:R:3:mulliken_charge:R:1
C 0.22735 -1.26994 0.90248 -0.42
O -0.14636 -0.51816 1.97149 -0.70
C 1.31033 -0.72215 -0.08737 -0.66
C 0.80379 0.52661 -0.81244 -0.40
S -0.48726 -0.01287 -1.98783 -0.34
H -0.68730 -1.68826 0.44178 0.24
H 0.69946 -2.23338 1.29738 0.24
H 1.88766 -0.18027 0.77458 0.23
H 1.89549 -1.54997 -0.48780 0.42
H 1.61783 0.89980 -1.46445 0.28
H 0.51031 1.22475 -0.02476 0.32
H -1.71076 0.17504 -1.46846 0.11
H -1.80327 1.81489 1.70480 0.19
H -0.35506 0.66284 1.75282 0.38
O -0.84233 1.78477 1.65449 -0.89
```